No. 1
A cluster of 2 separate species, C2H8N2P in total, computed with ωB97M-V with the def2-TZVPD basis set.

Last column: Löwdin charge in e.
CARTESIAN COORDINATES (ANGSTROEM)
C -0.31 0.26 0.23  -0.241
C 1.96 -0.71 0.31  -0.007
N 0.49 -0.73 0.43  -0.001
N 0.05 1.43 -0.15  0.176
P -3.10 -0.19 0.39  0.642
H 2.16 -0.89 -0.77  0.106
H 2.31 0.30 0.51  0.091
H 2.39 -1.67 0.77  0.139
H -0.12 -1.56 0.46  0.165
H 1.06 1.45 -0.53  0.170
H -0.63 2.14 -0.50  0.156
H -2.91 -0.90 -0.75  -0.248
H -3.35 1.07 -0.40  -0.149

HOMO energy (alpha / beta): -12.179 / -14.343 eV
spin multiplicity: 3
LUMO level (alpha / beta): -3.48 / -7.52 eV
gap between HOMO and LUMO (alpha / beta): 8.6972 / 6.8184 eV
relative energy (zero: lowest compared OMol25 entry of this formula, charge and spin): 0.660 eV
M: 91.07 g/mol
total charge: +1

***

No. 2
A structure of composition C18H22IN2O3PtS, computed with ωB97M-V with the def2-TZVPD basis set.

Last column: Löwdin charge in e.
CARTESIAN COORDINATES (ANGSTROEM)
Pt -0.37 0.56 0.07  0.857
C 2.02 -1.82 -3.13  -0.015
C 0.54 -1.75 -3.30  -0.250
N 0.00 -2.22 -4.40  0.137
C -1.34 -2.16 -4.57  -0.082
C -2.19 -1.61 -3.65  -0.143
C -3.67 -1.62 -3.92  -0.200
O -4.27 -0.33 -3.90  -0.054
C -1.64 -1.06 -2.46  -0.065
C -2.54 -0.49 -1.50  -0.027
N -2.25 0.06 -0.36  -0.119
C -3.35 0.44 0.49  -0.295
C -4.60 -0.18 0.40  -0.007
C -5.65 0.23 1.20  -0.046
C -5.48 1.25 2.13  -0.057
C -4.24 1.84 2.27  -0.132
C -3.19 1.42 1.46  -0.595
I -1.30 2.25 1.74  1.217
C -0.25 -1.15 -2.28  -0.259
O 0.40 -0.74 -1.21  -0.277
H 2.45 -2.35 -3.98  0.087
H 2.29 -2.34 -2.21  0.078
H 2.45 -0.82 -3.07  0.080
H -1.71 -2.59 -5.49  0.119
H -4.20 -2.20 -3.16  0.130
H -3.86 -2.13 -4.87  0.125
H -3.97 0.16 -4.67  0.105
H -3.59 -0.50 -1.79  0.109
H -4.75 -1.00 -0.28  0.119
H -6.61 -0.26 1.10  0.119
H -6.30 1.56 2.76  0.118
H -4.08 2.61 3.02  0.105
C 5.45 0.60 0.45  -0.115
C 4.09 1.15 0.85  -0.376
S 2.77 0.31 -0.02  1.003
O 1.56 1.15 0.47  -0.742
C 2.68 -1.25 0.87  -0.380
C 2.46 -1.12 2.37  -0.111
H 6.23 1.14 0.98  0.088
H 5.63 0.71 -0.62  0.082
H 5.56 -0.46 0.71  0.073
H 3.97 2.19 0.56  0.100
H 3.90 1.07 1.92  0.092
H 3.60 -1.77 0.61  0.097
H 1.86 -1.77 0.37  0.070
H 3.39 -0.97 2.91  0.080
H 2.00 -2.03 2.75  0.088
H 1.78 -0.29 2.60  0.069

HOMO energy: -11.033 eV
LUMO level: -3.57 eV
gap between HOMO and LUMO: 7.4670 eV
relative energy (zero: lowest compared OMol25 entry of this formula, charge and spin): 0.000 eV
M: 668.43 g/mol
total charge: +1

***

No. 3
A structure of composition C15H13Cl2FN2O4, computed with ωB97M-V with the def2-TZVPD basis set.

Last column: Löwdin charge in e.
CARTESIAN COORDINATES (ANGSTROEM)
Cl -0.47 1.40 3.56  0.739
C -1.32 -0.05 3.31  -0.722
N -1.41 -0.58 2.10  0.022
F 0.15 -0.22 0.87  -0.067
C -1.96 -1.77 1.87  -0.713
Cl -1.90 -2.47 0.32  0.741
C -2.60 -2.45 2.91  -0.089
C -2.59 -1.87 4.17  -0.066
C -1.95 -0.67 4.40  -0.082
H -3.02 -3.41 2.71  0.096
H -3.11 -2.36 4.98  0.111
H -1.87 -0.23 5.37  0.094
C 3.92 2.18 2.06  -0.086
C 3.49 1.06 1.12  -0.203
O 2.03 1.01 1.07  -0.053
C 1.60 0.21 0.06  -0.563
C 0.26 0.75 -0.35  0.017
C -0.26 0.43 -1.67  -0.127
C 0.26 -0.72 -2.35  0.007
C -0.03 -0.96 -3.69  0.027
C -0.91 -0.11 -4.42  -0.127
N -1.57 -0.53 -5.65  -0.303
O -2.44 0.26 -6.12  0.038
O -1.28 -1.64 -6.15  0.074
C -1.44 1.00 -3.74  -0.028
C -1.18 1.26 -2.42  -0.003
O 2.35 -0.62 -0.43  0.079
H 5.00 2.00 2.27  0.081
H 3.90 3.16 1.55  0.076
H 3.34 2.28 3.00  0.080
H 3.87 1.39 0.10  0.140
H 3.85 0.03 1.42  0.137
H -0.06 1.74 0.02  0.163
H 0.90 -1.39 -1.77  0.115
H 0.34 -1.84 -4.21  0.120
H -2.16 1.62 -4.35  0.140
H -1.70 2.12 -1.92  0.135

HOMO energy: -9.249 eV
LUMO level: -1.42 eV
gap between HOMO and LUMO: 7.8312 eV
relative energy (zero: lowest compared OMol25 entry of this formula, charge and spin): 1.480 eV
M: 375.18 g/mol
total charge: 0

***

No. 4
A cluster of 2 separate species, C11H3Cl2F3N3O3 in total, computed with ωB97M-V with the def2-TZVPD basis set.

Last column: Löwdin charge in e.
CARTESIAN COORDINATES (ANGSTROEM)
N 3.29 0.51 0.67  0.229
C 2.26 0.19 1.08  -0.144
C 1.02 -0.20 1.58  -0.072
C 0.38 -1.32 1.11  -0.070
C 0.95 -2.12 0.13  -0.146
N 1.45 -2.80 -0.67  0.244
C -0.94 -1.69 1.64  -0.373
O -1.54 -2.66 1.22  0.128
C -1.52 -0.88 2.68  -0.588
Cl -3.04 -1.32 3.32  0.757
C -0.87 0.21 3.16  -0.590
Cl -1.57 1.14 4.42  0.752
C 0.41 0.61 2.63  -0.372
O 0.96 1.61 3.07  0.119
C -1.54 1.44 -1.34  -0.237
N -0.31 1.45 -1.94  -0.041
C 0.11 0.34 -2.54  -0.556
C 1.38 0.45 -3.36  -0.586
F 1.18 1.36 -4.33  0.124
F 2.38 0.85 -2.57  0.117
F 1.67 -0.74 -3.91  0.125
O -0.50 -0.71 -2.46  -0.005
H -1.76 2.43 -0.95  0.058
H -2.29 1.16 -2.10  0.076
H -1.55 0.70 -0.54  0.051

HOMO energy: -3.944 eV
LUMO level: -0.53 eV
gap between HOMO and LUMO: 3.4137 eV
M: 353.06 g/mol
total charge: -1

***

No. 5
A structure of composition C41H39BrCl2F2N3RuS, computed with ωB97M-V with the def2-TZVPD basis set.

Last column: Löwdin charge in e.
CARTESIAN COORDINATES (ANGSTROEM)
Ru 0.17 0.31 0.28  0.930
F 0.33 -5.08 -0.40  0.063
C 0.80 -3.87 -0.76  -0.270
C 0.23 -2.75 -0.20  -0.080
C 0.67 -1.48 -0.56  -0.265
C 1.77 -1.39 -1.46  -0.142
C 2.29 -2.56 -2.00  -0.217
F 3.33 -2.52 -2.87  0.058
C 1.82 -3.82 -1.68  0.056
C 2.30 -0.04 -1.71  -0.187
C 3.27 0.31 -2.64  0.014
C 3.69 1.62 -2.74  -0.051
C 3.14 2.57 -1.90  -0.046
C 2.17 2.17 -1.00  -0.124
N 1.75 0.91 -0.91  -0.045
H -0.56 -2.90 0.52  0.072
H 2.26 -4.71 -2.11  0.131
H 3.69 -0.45 -3.29  0.109
H 4.45 1.89 -3.46  0.112
H 3.44 3.61 -1.93  0.110
H 1.69 2.87 -0.32  0.063
Cl 1.94 -0.39 1.86  0.824
C 2.58 1.06 2.63  -0.595
C 3.79 0.91 3.28  -0.121
C 4.36 2.00 3.91  -0.091
C 3.70 3.22 3.86  -0.121
C 2.49 3.33 3.20  -0.684
Cl 1.73 4.89 3.19  0.659
C 1.86 2.25 2.55  -0.698
S 0.32 2.44 1.76  0.631
H 4.28 -0.06 3.29  0.104
H 5.31 1.91 4.42  0.105
H 4.12 4.09 4.34  0.102
C -1.35 -0.38 5.45  -0.032
C -1.77 -0.77 4.05  -0.236
C -2.85 -1.60 3.79  -0.009
C -3.17 -1.87 2.48  -0.102
C -2.41 -1.32 1.46  -0.703
Br -3.01 -1.70 -0.29  0.913
N -1.35 -0.53 1.68  -0.046
C -1.07 -0.27 2.97  -0.133
H -2.02 -0.82 6.19  0.078
H -1.36 0.70 5.57  0.090
H -0.34 -0.73 5.65  0.087
H -3.43 -2.02 4.60  0.122
H -4.02 -2.50 2.22  0.098
H -0.25 0.41 3.12  0.033
C -0.59 -2.48 -4.60  -0.036
C -0.46 -1.04 -4.19  -0.252
C 0.11 -0.10 -5.04  -0.010
C 0.29 1.21 -4.63  -0.262
C 0.90 2.24 -5.55  -0.045
C -0.10 1.58 -3.35  -0.012
C -0.66 0.66 -2.46  -0.289
C -0.84 -0.65 -2.91  -0.031
N -1.03 0.98 -1.11  -0.057
C -2.09 2.02 -0.97  -0.415
C -3.14 1.84 -2.08  -0.082
C -4.26 2.88 -1.95  -0.282
C -3.67 4.29 -2.04  -0.118
C -2.67 4.49 -0.91  -0.281
C -3.37 4.32 0.44  -0.115
C -3.95 2.91 0.52  -0.280
C -4.97 2.71 -0.61  -0.119
C -2.82 1.88 0.37  -0.129
C -1.53 3.47 -1.02  -0.093
H -0.79 -2.57 -5.67  0.077
H -1.40 -2.98 -4.06  0.079
H 0.33 -3.03 -4.39  0.075
H 0.43 -0.40 -6.03  0.116
H 1.31 1.77 -6.45  0.074
H 1.71 2.78 -5.05  0.070
H 0.16 2.97 -5.87  0.082
H 0.07 2.60 -3.04  0.102
H -1.26 -1.37 -2.24  0.039
H -3.54 0.83 -2.01  0.107
H -2.67 1.93 -3.06  0.119
H -4.97 2.73 -2.77  0.139
H -4.47 5.03 -1.99  0.119
H -3.17 4.42 -3.01  0.120
H -2.24 5.50 -0.97  0.140
H -4.17 5.06 0.56  0.119
H -2.65 4.48 1.26  0.121
H -4.43 2.76 1.49  0.140
H -5.78 3.43 -0.51  0.119
H -5.41 1.71 -0.54  0.119
H -3.26 0.88 0.43  0.062
H -2.12 1.99 1.20  0.048
H -0.83 3.61 -0.20  0.053
H -0.99 3.65 -1.95  0.100

HOMO energy (alpha / beta): -7.198 / -7.323 eV
spin multiplicity: 2
LUMO level (alpha / beta): 0.20 / -0.31 eV
gap between HOMO and LUMO (alpha / beta): 7.3970 / 7.0164 eV
relative energy (zero: lowest compared OMol25 entry of this formula, charge and spin): 0.000 eV
M: 895.73 g/mol
total charge: 0

***

| no. | energy (eV) |
| --- | --- |
| 1 | -14460.900 |
| 2 | -50322.387 |
| 3 | -54691.939 |
| 4 | -55264.708 |
| 5 | -161562.913 |